Entry 1:
The following is a DFT calculation (ωB97M-V/def2-TZVPD) of C32H55LuNP2Si as an isolated structure.

Geometry as XYZ:
```
92
Properties=species:S:1:pos:R:3:forces:R:3
Lu 0.497208 -0.337014 2.306194 0.122 4.023 -1.041
C -1.292832 -1.553291 3.295417 0.312 -1.087 0.357
C -0.789109 -2.303413 2.173613 0.333 -0.442 1.183
C 0.901158 -2.136890 3.758543 -1.106 -0.554 -0.141
C -0.251281 -1.466840 4.271956 -0.219 -1.030 -0.482
C 0.574602 -2.667786 2.464723 -0.757 -0.033 0.877
C -2.695905 -1.115240 3.546304 -0.423 0.301 -0.164
H -3.381714 -1.515401 2.794096 0.107 0.060 0.113
H -2.791108 -0.024798 3.543695 -0.070 -0.145 -0.002
H -3.046289 -1.456659 4.528389 0.128 -0.039 -0.206
C -0.394220 -0.985032 5.668347 0.010 0.285 0.440
H -1.446852 -0.998972 5.978889 0.297 0.143 -0.084
H -0.000067 0.031040 5.792225 -0.212 -0.173 0.138
H 0.159680 -1.646359 6.348131 -0.106 0.192 -0.127
C 2.164023 -2.318256 4.515079 0.564 -0.077 0.076
H 1.973265 -2.861731 5.451020 0.083 0.140 -0.194
H 2.621395 -1.353925 4.784223 0.061 -0.313 0.031
H 2.872952 -2.909506 3.924864 0.017 0.186 0.227
C 1.556522 -3.341330 1.570110 0.155 -0.264 -0.386
H 1.862076 -4.314970 1.977024 -0.045 0.208 -0.113
H 2.474563 -2.740489 1.461736 -0.088 -0.213 -0.114
H 1.132581 -3.509737 0.572957 0.187 0.032 0.174
C -1.565840 -2.707068 0.972186 -0.092 -0.091 -0.424
H -1.901611 -3.752573 1.048668 0.060 0.294 0.037
H -0.939710 -2.633496 0.075339 -0.243 0.014 0.022
H -2.448034 -2.069699 0.843119 0.190 -0.162 -0.078
C -0.662000 0.859620 -1.656711 -0.211 0.123 0.613
C -1.800497 0.161295 -1.842342 0.520 0.146 1.192
C -1.993306 -1.223015 -2.355304 -0.130 -0.493 -1.431
C -0.805612 -1.803308 -3.153442 -1.074 1.084 0.458
C 0.313477 -2.278737 -2.308121 0.320 -0.792 -0.004
C 1.547094 -1.675087 -2.402220 -0.264 -0.734 1.680
C 1.706308 -0.340844 -1.707841 0.020 0.884 -1.595
C 0.695683 0.689659 -2.260029 0.812 -0.073 -0.093
H -2.889657 -1.212418 -2.995099 0.047 -0.126 0.185
H -0.441317 -1.017243 -3.846792 -0.347 -0.626 0.530
H -2.194768 -1.939358 -1.536108 -0.192 0.565 -0.178
H 0.502638 0.423578 -3.339900 0.403 0.361 1.625
H -0.744980 1.735810 -1.003282 -0.270 0.111 -0.466
H -2.708329 0.598259 -1.413928 0.256 -0.095 0.108
H 1.208154 1.667890 -2.320248 -0.355 -0.189 0.302
H 1.573588 -0.438464 -0.605717 0.196 -0.344 -0.287
H 2.453903 -2.276104 -2.551144 0.068 -0.294 1.475
H 2.727733 0.013184 -1.895300 -0.017 0.235 0.167
H -1.166192 -2.606182 -3.822903 0.046 -0.005 0.476
H 0.148931 -3.168586 -1.681048 0.525 -0.658 -1.417
P -0.223488 0.850162 -5.039143 -0.875 -0.388 0.550
C -0.450796 2.629440 -5.204724 -0.205 0.234 -0.880
C -1.405571 0.059293 -6.161349 0.113 0.647 -0.947
P 2.081924 -1.058021 -4.736790 -0.301 1.028 -1.007
C 1.442281 0.469255 -5.663621 0.273 -0.180 -0.407
C 1.365821 -2.369346 -5.794666 0.181 -0.306 0.085
C 3.799889 -1.086450 -5.323720 0.187 -0.044 -0.242
H 0.426625 3.165991 -4.818211 -0.318 -0.136 -0.108
H -1.354901 2.924194 -4.651330 0.345 -0.009 -0.219
H -0.581991 2.824035 -6.279265 0.029 0.556 0.274
H -1.260726 0.547052 -7.134755 -0.464 -0.418 -0.198
H -2.419962 0.262983 -5.787084 0.315 -0.114 -0.169
H -1.251739 -1.025223 -6.250084 0.001 0.395 0.112
H 3.809755 -0.870367 -6.399470 0.277 -0.118 0.169
H 4.218913 -2.082124 -5.127896 0.038 0.282 -0.096
H 4.380268 -0.333072 -4.780783 -0.020 -0.153 -0.169
H 2.127742 1.318067 -5.460735 -0.365 -0.439 -0.119
H 1.377045 0.283156 -6.753503 0.476 0.067 0.345
H 2.031474 -3.237842 -5.687800 -0.302 0.075 -0.147
H 1.369839 -2.033279 -6.840748 -0.004 -0.219 0.227
H 0.355127 -2.669106 -5.494000 0.303 0.141 -0.052
C 1.949969 2.270346 1.407127 0.384 0.013 -0.081
Si 1.111738 2.540343 3.060971 -1.703 -0.179 0.124
C 2.094553 1.796953 4.457616 0.516 0.244 0.162
C 0.803640 4.343081 3.331801 0.110 0.333 0.011
N -0.356160 1.586107 2.934872 1.229 -1.043 -0.679
C -1.620634 2.131972 3.160754 -0.576 0.253 0.201
C -2.054120 2.413427 4.476108 -0.189 -0.093 -0.705
C -3.371490 2.821860 4.691431 0.316 0.146 -0.213
C -4.234894 3.006765 3.607245 -0.050 -0.122 -0.070
C -3.789181 2.789997 2.297032 0.238 0.106 0.181
C -2.479127 2.375537 2.062432 0.175 -0.159 0.659
H 2.534665 3.191122 1.270127 0.203 -0.370 -0.272
H 1.227930 2.212056 0.578073 0.206 0.012 0.212
H 2.657443 1.423787 1.367566 0.022 0.174 -0.202
H 2.738631 2.618550 4.808174 0.179 -0.454 0.096
H 1.457762 1.489526 5.298132 0.165 0.129 -0.285
H 2.743382 0.956611 4.163451 -0.003 0.137 0.190
H 0.144537 4.760335 2.556834 0.137 -0.124 0.215
H 0.348581 4.533113 4.313245 0.068 -0.043 -0.247
H 1.762597 4.883433 3.291128 -0.264 -0.066 0.037
H -1.338523 2.279617 5.294166 -0.378 -0.019 -0.202
H -3.699126 3.020679 5.710085 -0.069 -0.034 -0.237
H -5.263301 3.322669 3.779370 0.268 -0.063 -0.028
H -4.449421 2.965367 1.449155 0.047 -0.028 0.240
H -2.073302 2.217467 1.053376 -0.335 0.018 0.427
```
Positions in Å, forces in eV/Å.

## Properties
multiplicity: 1
net charge: +1
Kohn-Sham gap (spin up / spin down): 5.09 / 5.10 eV

Löwdin population analysis, charges in e, atoms 1 to 5: 1.74 -0.30 -0.32 -0.35 -0.32

Entry 2:
The following is a DFT calculation (ωB97M-V/def2-TZVPD) of C23H28N4O4S in the gas phase.

Geometry as XYZ:
```
60
Properties=species:S:1:pos:R:3:forces:R:3
C 1.048844 5.268431 4.216633 -0.236 0.039 -0.076
C -0.180720 4.876086 3.407504 0.249 -0.193 -0.032
C 0.072350 3.620562 2.578516 -0.308 0.145 0.017
C -1.164094 3.239589 1.765205 0.054 0.339 0.444
N -0.931011 2.057161 0.956439 -0.103 -0.221 -0.024
C -0.333807 2.134611 -0.264553 0.276 -0.243 -0.792
S 0.106156 3.738921 -0.842003 -0.008 0.401 -0.075
C 0.512243 3.430912 -2.589247 -0.008 0.012 0.253
C 1.975327 3.052347 -2.819986 -0.435 -0.124 0.208
O 2.749219 3.787025 -3.393181 0.236 0.372 -0.257
N 2.278991 1.840035 -2.332560 0.194 -0.387 0.053
C 3.583094 1.226111 -2.486498 -0.004 0.090 -0.222
C 3.442795 -0.154882 -3.033204 0.012 -0.292 0.927
C 3.199504 -1.345035 -2.409278 0.234 0.646 -0.193
C 3.093702 -2.315341 -3.435280 -0.002 0.103 -0.559
C 3.275808 -1.641588 -4.602728 -0.202 -0.846 0.244
O 3.483401 -0.336976 -4.369303 0.084 0.496 -0.203
N -0.072052 1.124895 -1.022379 -0.097 0.426 -0.024
C -0.408454 -0.128681 -0.589947 -0.427 -0.315 0.728
C -0.130359 -1.245038 -1.386242 -0.143 -0.027 0.100
C -0.453460 -2.502684 -0.947875 -0.021 0.067 -0.064
C -1.083237 -2.724706 0.296636 0.093 0.554 0.109
N -1.327440 -4.017754 0.717350 0.161 -0.407 0.186
C -1.868334 -5.002786 -0.200196 -0.472 -0.066 -0.098
C -3.403096 -4.998253 -0.118508 0.265 -0.055 -0.304
O -3.851564 -5.249740 1.192795 -0.032 -0.116 0.060
C -3.339861 -4.295520 2.099615 0.276 0.106 0.205
C -1.806947 -4.288523 2.058600 -0.351 0.031 0.090
C -1.350662 -1.609945 1.087337 -0.067 -0.216 -0.003
C -1.016327 -0.329398 0.657103 0.301 -0.139 -0.580
C -1.301595 0.821436 1.505324 -0.035 -0.035 0.044
O -1.821350 0.766703 2.601409 -0.008 -0.041 0.101
H 1.325230 4.470494 4.902163 0.074 -0.060 0.087
H 0.852605 6.166729 4.796701 0.070 0.080 0.090
H 1.892082 5.462446 3.557606 0.128 0.029 -0.026
H -0.454376 5.696220 2.740434 -0.101 0.049 -0.002
H -1.020294 4.698438 4.082546 -0.094 0.047 -0.024
H 0.329536 2.789445 3.238721 0.045 -0.049 -0.025
H 0.912243 3.794647 1.902156 0.070 -0.049 0.024
H -1.988663 2.998110 2.440795 0.089 0.106 -0.181
H -1.457014 4.062145 1.108211 -0.074 -0.093 0.080
H 0.305655 4.372511 -3.096850 0.042 -0.085 0.032
H -0.155168 2.645038 -2.939767 -0.006 0.054 -0.068
H 1.533717 1.307541 -1.880965 0.071 0.212 -0.158
H 4.091590 1.186088 -1.516204 0.037 -0.021 -0.193
H 4.155427 1.854933 -3.173618 0.038 -0.090 0.164
H 3.109049 -1.510245 -1.355071 0.008 0.046 0.260
H 2.910806 -3.363321 -3.315417 -0.021 -0.242 -0.065
H 3.284051 -1.965670 -5.624380 0.032 0.060 -0.167
H 0.352862 -1.102677 -2.340302 0.064 0.018 -0.107
H -0.191848 -3.344618 -1.569731 0.030 -0.090 -0.047
H -1.561999 -4.798780 -1.223484 0.029 -0.054 0.020
H -1.493235 -5.988103 0.095474 -0.018 0.025 -0.102
H -3.827260 -5.787482 -0.741265 0.022 0.078 -0.043
H -3.777179 -4.020551 -0.463719 0.017 -0.087 0.002
H -3.705360 -4.586673 3.085236 0.028 0.093 -0.013
H -3.725420 -3.295991 1.847552 0.008 -0.065 0.047
H -1.395516 -3.569028 2.763770 0.022 -0.035 0.024
H -1.447102 -5.286732 2.332525 -0.035 0.082 0.061
H -1.831485 -1.682887 2.049382 -0.053 -0.064 0.067
```
Positions in Å, forces in eV/Å.

## Properties
multiplicity: 1
net charge: 0
Kohn-Sham gap: 8.00 eV
SMILES: CCCCn1c(SCC(=O)NCc2ccco2)nc2ccc(N3CCOCC3)cc2c1=O

Löwdin population analysis, charges in e, atoms 1 to 5: -0.11 -0.26 -0.20 -0.19 0.01

Entry 3:
The following is a DFT calculation (ωB97M-V/def2-TZVPD) of C22H28N4O2 in the gas phase.

Geometry as XYZ:
```
56
Properties=species:S:1:pos:R:3:forces:R:3
C -3.026688 -1.545219 0.859648 -0.052 0.117 -0.255
C -3.011169 -1.612738 -0.662385 -0.018 -0.244 0.067
C -2.152708 -2.749862 -1.220685 0.049 0.308 -0.107
C -0.666009 -2.612904 -0.864758 -0.160 -0.265 0.092
C -0.236305 -3.532029 0.279947 0.355 0.473 0.014
C 1.119709 -3.127156 0.839995 0.075 -0.611 -0.238
O 0.948136 -1.880061 1.518419 -0.384 0.223 0.182
C 2.034300 -1.172257 1.800822 0.391 -0.110 0.017
O 3.161549 -1.509443 1.571234 -0.042 0.049 0.154
C 1.591895 0.128099 2.479166 -0.460 -0.349 -0.264
C 2.675374 0.985182 2.892329 0.301 -0.010 0.244
N 3.489890 1.697698 3.262091 0.327 0.289 0.132
C 0.581045 0.853039 1.598731 -0.342 0.037 0.427
N -0.471620 1.261501 2.240627 0.291 -0.028 0.209
C -1.525684 1.753911 1.552654 -0.068 -0.014 -0.683
C -2.662954 2.227817 2.225882 -0.203 0.072 -0.069
C -3.754003 2.628493 1.501781 0.050 0.010 0.340
C -3.745504 2.566248 0.099342 0.075 -0.063 -0.264
C -2.648080 2.111762 -0.580575 -0.160 0.100 0.057
C -1.506303 1.706288 0.135809 -0.081 0.070 0.702
N -0.405528 1.294562 -0.518137 0.557 -0.054 -0.007
C 0.665922 0.929888 0.163342 -0.887 0.167 -0.411
N 1.742259 0.491670 -0.556401 0.076 -0.410 0.013
C 3.096228 0.919099 -0.257861 0.361 0.438 0.191
C 3.411678 2.247696 -0.951428 0.103 -0.248 -0.080
C 3.219682 2.119428 -2.459272 -0.187 0.193 0.103
C 1.807278 1.622479 -2.752804 0.182 -0.164 0.025
C 1.550578 0.324998 -1.988435 -0.304 0.024 -0.363
H -3.389124 -2.480576 1.281787 -0.023 -0.105 0.113
H -2.033073 -1.346063 1.253135 0.156 0.014 0.138
H -3.682405 -0.742373 1.190874 -0.034 0.075 0.114
H -4.035316 -1.741313 -1.021246 -0.016 0.080 -0.049
H -2.642062 -0.663317 -1.056014 -0.026 0.023 -0.084
H -2.266112 -2.752624 -2.306614 -0.034 -0.093 -0.010
H -2.531197 -3.705784 -0.852735 -0.055 -0.105 -0.038
H -0.049814 -2.837629 -1.737985 0.078 0.061 -0.004
H -0.464569 -1.579442 -0.580656 0.067 0.112 -0.036
H -0.179781 -4.564532 -0.067852 -0.021 -0.053 0.051
H -0.964463 -3.482878 1.089392 -0.073 -0.109 0.054
H 1.866480 -3.001265 0.049026 -0.073 -0.008 0.095
H 1.494745 -3.865160 1.557543 0.015 0.134 -0.085
H 1.042420 -0.145724 3.390951 0.034 0.021 -0.264
H -2.647185 2.263662 3.303971 -0.007 -0.023 0.117
H -4.634845 2.995179 2.007659 -0.049 0.026 0.060
H -4.621304 2.886919 -0.445768 -0.055 0.018 -0.061
H -2.622087 2.072388 -1.658742 0.010 -0.022 -0.108
H 3.245264 1.031354 0.812135 0.070 -0.096 -0.218
H 3.777003 0.138869 -0.612377 -0.019 0.026 0.115
H 4.436580 2.535525 -0.715140 0.016 0.058 0.059
H 2.743484 3.018918 -0.560016 0.014 0.064 0.057
H 3.391010 3.082239 -2.943823 0.070 -0.031 -0.052
H 3.947395 1.407778 -2.857488 0.075 -0.007 -0.053
H 1.074988 2.364694 -2.431492 -0.045 0.017 -0.052
H 1.674521 1.448273 -3.821312 -0.061 0.006 -0.042
H 0.531062 -0.018821 -2.161021 0.163 -0.082 -0.040
H 2.255432 -0.446491 -2.315294 -0.018 -0.003 -0.003
```
Positions in Å, forces in eV/Å.

## Properties
multiplicity: 1
net charge: 0
Kohn-Sham gap: 8.09 eV
SMILES: CCCCCCOC(=O)[C@@H](C#N)c1nc2ccccc2nc1N1CCCCC1

Löwdin population analysis, charges in e, atoms 1 to 5: -0.09 -0.25 -0.21 -0.20 -0.17

Entry 4:
The following is a DFT calculation (ωB97M-V/def2-TZVPD) of a 2-piece molecular cluster, C3H7NO overall.

Geometry as XYZ:
```
12
Properties=species:S:1:pos:R:3:forces:R:3
C -0.880438 -0.710734 1.758753 1.252 -0.771 -1.741
C 0.115187 0.980628 -1.322335 2.693 1.714 -2.030
C 0.422461 -0.366455 -0.856127 -1.207 -0.955 2.143
N -1.427447 -0.483517 0.650149 1.868 0.176 0.179
O 1.408675 -0.667565 0.018021 -0.578 0.692 -0.826
H -1.384471 -0.852327 2.675726 -1.176 0.203 1.109
H 0.220101 -1.013548 1.925239 -0.745 0.578 -0.634
H 0.430503 1.339865 -2.431190 -1.111 -1.432 2.227
H 0.625535 1.742001 -0.745678 0.567 0.030 0.506
H -0.862396 1.136197 -1.022610 -2.413 0.468 -0.500
H -0.086662 -1.210729 -1.253198 0.222 -0.627 -0.626
H 1.418951 0.106182 0.603251 0.627 -0.076 0.192
```
Positions in Å, forces in eV/Å.

## Properties
multiplicity: 1
net charge: 0
Kohn-Sham gap (spin up / spin down): 7.75 / 9.01 eV

Löwdin population analysis, charges in e, atoms 1 to 5: -0.23 -0.10 -0.23 0.03 -0.01

ΔE to the lowest compared entry with this formula, charge and spin values, unit kJ/mol, following the record order: 292.7; 230.9; 115.5; 470.1.